Density functional theory data (the ωB97M-V functional and the def2-TZVPD basis) for a molecular structure, C16H9Co2NO8 at a distorted geometry.

As for the total energy: -109851.7748 eV. For the energy relative to the best compared isomer or geometry (same formula, charge and spin), the calculation gives 70.6 kcal per mole.

Geometry as ORCA input:
```
! RIJCOSX wB97M-V def2-TZVPD def2/J DEFGRID3
* xyz -2 1
C -1.85 1.78 0.89
N -0.72 1.05 0.19
O -0.68 -0.22 0.26
O 0.23 1.62 -0.41
H -1.64 2.82 1.12
H -2.27 1.20 1.69
O -2.33 2.68 3.77
C -3.49 2.47 3.89
Co -5.20 2.58 4.26
C -5.30 1.44 5.81
O -4.97 0.85 6.76
C -5.02 4.31 4.84
O -4.68 5.40 5.04
C -6.22 2.09 2.81
C -5.06 2.79 2.43
C -4.47 3.69 1.50
C -3.60 3.61 0.31
C -3.24 4.83 -0.30
C -2.25 4.87 -1.25
C -1.74 3.64 -1.74
C -2.32 2.42 -1.40
C -3.16 2.38 -0.25
Co -6.03 0.13 3.11
C -6.86 -0.69 1.79
O -7.41 -1.21 0.91
C -6.56 -0.64 4.63
O -6.95 -1.18 5.57
C -4.32 -0.28 3.02
O -3.19 -0.57 2.97
H -7.24 2.38 2.50
H -4.77 4.75 1.64
H -3.65 5.77 0.06
H -1.77 5.80 -1.57
H -0.81 3.61 -2.35
H -2.09 1.53 -2.00
H -3.68 1.48 0.06
*
```